47
Properties=species:S:1:pos:R:3:mulliken_charge:R:1 method="wB97M-V/def2-TZVPD" e_tot_ev=-32685.2533 gap_ev=7.1 relative_energy_kj_mol=2054.76 fmax_ev_per_a=15.0 e_lumo_ha=-0.024
O -0.294 -0.752 -1.468 -0.70
C 0.414 -0.983 -0.528 0.44
N 1.754 -0.725 -0.433 0.44
C 2.389 -1.039 0.799 -0.51
H 2.143 -0.369 1.377 0.77
C 3.777 -1.123 0.606 -2.41
H 3.995 -1.968 0.032 0.46
H 4.345 -1.183 1.367 0.85
C 4.268 0.312 -0.158 1.82
C 3.306 0.790 -1.054 -1.06
C 2.275 -0.065 -1.509 -1.00
H 1.494 0.226 -2.335 0.36
H 2.929 -1.233 -2.143 0.21
H 2.719 1.696 -0.487 0.20
H 3.767 1.275 -2.021 0.28
O 5.491 0.004 -0.577 -0.40
C 6.515 0.864 -0.244 -0.66
H 7.438 0.533 -0.200 0.52
C 6.055 1.530 1.020 -0.26
H 6.125 2.505 1.474 0.31
O 4.510 1.264 0.844 -0.54
H 6.215 0.842 2.016 0.19
H 6.449 1.995 -0.930 0.20
H 1.978 -1.902 1.465 0.51
C -0.464 -1.284 0.501 -0.85
N -1.775 -1.632 0.434 0.76
N -2.583 -0.752 0.401 -0.63
C -3.806 -0.468 0.008 0.37
C -4.501 -1.912 -0.237 -0.55
C -3.630 -3.033 -0.232 -0.67
C -2.272 -2.830 0.071 0.56
O -1.553 -3.913 0.096 -0.72
H -4.009 -3.921 -0.581 0.52
H -5.464 -2.035 -0.722 0.35
C -4.628 0.562 0.031 0.64
C -3.875 2.031 -0.145 -0.58
C -4.577 3.032 -0.376 -0.88
C -5.978 3.065 0.253 -0.40
C -6.675 1.902 0.220 -0.19
C -6.089 0.784 0.319 -0.37
H -6.434 -0.336 0.576 0.18
H -7.865 1.942 0.599 0.20
H -6.613 3.938 -0.002 0.32
H -4.120 3.809 -0.346 0.59
H -2.955 1.858 -0.410 0.63
H -0.210 -0.769 1.519 0.40
H 0.018 -2.529 1.109 0.31